Record 1
Formula: C7H13ClNO2
Source: the Open Molecules 2025 dataset
Level of theory: wB97M-V/def2-TZVPD

Atoms and positions in Å:
C -0.52291 0.51947 -1.97286
C -1.29050 -0.09961 1.06646
C 0.85604 -0.03666 1.46639
C -0.29726 -0.98730 -2.19870
C -0.38424 -0.40547 2.30834
C 0.41719 0.29486 -0.88262
C 1.86422 1.17655 -0.96927
N -0.03980 0.55329 0.45740
O 0.57512 -1.08978 -1.08577
O -0.48325 -1.66470 2.86738
Cl 1.28218 2.86311 -0.54687
H -0.25597 1.10995 -2.80572
H -1.54193 0.72212 -1.75694
H -1.54725 -0.97011 0.34495
H -2.24277 0.46412 1.29665
H 1.69684 0.69504 1.84020
H 1.44201 -0.96398 1.23318
H -1.27577 -1.65821 -2.27014
H 0.20430 -1.10556 -3.05294
H -0.38515 0.27143 3.18472
H 2.11467 1.07293 -1.99427
H 2.58779 1.04813 -0.21378
H -0.27528 1.52295 0.74495
H 0.33818 -2.03568 3.25739

Results
* orbital gap: 0.42891 hartree
* total charge: +1
* HOMO: -14.46 eV
* E_LUMO: -2.7865 eV
* molecular weight: 178.64 g mol⁻¹

Record 2
Formula: C7H13F
Source: the Open Molecules 2025 dataset
Level of theory: wB97M-V/def2-TZVPD

Atoms and positions in Å:
C 2.48450 -1.07526 0.01363
C 1.39860 0.05253 -0.13099
C 1.65848 1.46806 0.15413
C 0.05777 -0.46237 -0.31576
F -0.10191 -1.83864 -0.38551
C -1.19416 0.33145 -0.22261
C -2.33449 -0.17082 -1.25412
C -1.72346 0.06566 1.17187
H 3.48799 -0.63259 -0.02055
H 2.58217 -1.74025 -0.87447
H 2.25050 -1.40664 1.03624
H 2.42127 1.74482 -0.62300
H 2.26926 1.26302 1.12903
H 0.74735 1.94214 0.39699
H -0.98622 1.36974 -0.53749
H -2.50521 -1.27765 -1.01328
H -3.22889 0.50140 -1.01904
H -1.94460 -0.06832 -2.16646
H -2.71865 0.49964 1.34117
H -1.63164 -1.03945 1.35419
H -0.98867 0.47355 1.96604

Results
* SMILES string: CC(C)=C(F)C(C)C
* orbital gap: 0.33445 hartree
* total charge: 0
* HOMO: -8.13 eV
* E_LUMO: 0.9715 eV
* molecular weight: 116.18 g mol⁻¹

Copy entry 1 word for word.
Formula: C7H13ClNO2
Source: the Open Molecules 2025 dataset
Level of theory: wB97M-V/def2-TZVPD

Atoms and positions in Å:
C -0.52291 0.51947 -1.97286
C -1.29050 -0.09961 1.06646
C 0.85604 -0.03666 1.46639
C -0.29726 -0.98730 -2.19870
C -0.38424 -0.40547 2.30834
C 0.41719 0.29486 -0.88262
C 1.86422 1.17655 -0.96927
N -0.03980 0.55329 0.45740
O 0.57512 -1.08978 -1.08577
O -0.48325 -1.66470 2.86738
Cl 1.28218 2.86311 -0.54687
H -0.25597 1.10995 -2.80572
H -1.54193 0.72212 -1.75694
H -1.54725 -0.97011 0.34495
H -2.24277 0.46412 1.29665
H 1.69684 0.69504 1.84020
H 1.44201 -0.96398 1.23318
H -1.27577 -1.65821 -2.27014
H 0.20430 -1.10556 -3.05294
H -0.38515 0.27143 3.18472
H 2.11467 1.07293 -1.99427
H 2.58779 1.04813 -0.21378
H -0.27528 1.52295 0.74495
H 0.33818 -2.03568 3.25739

Results
* orbital gap: 0.42891 hartree
* total charge: +1
* HOMO: -14.46 eV
* E_LUMO: -2.7865 eV
* molecular weight: 178.64 g mol⁻¹

> Among the records above, which one has the highest orbital gap?

C7H13ClNO2